This record from the OMol25 dataset describes C11H14N5PdS2 as an isolated structure. The level of theory is ωB97M-V/def2-TZVPD.

Each line ends with the Mulliken charge.
CARTESIAN COORDINATES (ANGSTROEM)
Pd -0.95 0.00 1.07  0.58
C 4.10 -1.45 2.16  -0.76
S 2.68 -2.32 2.87  -0.04
C 1.41 -1.22 2.31  0.55
S 0.33 -1.85 1.11  -0.26
N 1.38 -0.02 2.83  -1.05
N 0.37 0.73 2.30  0.43
C 0.02 1.84 2.85  -0.30
C -1.08 2.58 2.21  0.82
C -1.52 3.81 2.66  -0.72
C -2.48 4.48 1.92  -0.17
C -2.95 3.92 0.75  -0.70
C -2.47 2.67 0.37  -0.28
N -1.58 2.01 1.09  -0.29
H 4.98 -2.02 2.46  0.32
H 4.17 -0.44 2.56  0.29
H 4.03 -1.43 1.07  0.27
H 0.54 2.19 3.73  0.44
H -1.11 4.24 3.57  0.37
H -2.85 5.45 2.25  0.44
H -3.67 4.43 0.13  0.37
H -2.81 2.18 -0.54  0.51
C -5.20 -0.92 -2.05  -0.93
N -4.88 -1.15 -0.64  -0.01
C -5.96 -1.57 0.26  -0.91
C -3.68 -0.93 -0.19  0.39
N -2.60 -0.77 0.19  -0.34
H -5.59 -1.83 -2.49  0.33
H -4.30 -0.63 -2.59  0.36
H -5.94 -0.12 -2.14  0.32
H -6.41 -2.49 -0.11  0.32
H -6.72 -0.79 0.32  0.32
H -5.55 -1.75 1.25  0.35

## Properties
LUMO (eV): -4.205
Frontier orbital gap (eV): 7.036
Energy above the lowest of the compared OMol25 structures with the same formula, charge and spin (kJ/mol): 0.0
Total charge: +1
Electronic energy (eV): -44228.564



This record from the OMol25 dataset describes one molecule with the formula C11H14NO2P in a non-equilibrium geometry. The level of theory is ωB97M-V/def2-TZVPD.

Each line ends with the Mulliken charge.
CARTESIAN COORDINATES (ANGSTROEM)
C -2.09 1.39 0.00  -0.30
C -1.09 1.06 -0.90  -0.16
C 0.09 0.95 -0.23  0.03
C -1.33 1.82 1.10  0.45
C 1.35 -0.87 -1.43  0.22
C 2.44 -1.67 -0.86  -0.90
C 1.46 0.48 -0.75  0.34
C 2.81 -1.00 0.53  0.28
C -1.86 2.61 2.30  -1.16
C 1.75 -1.52 1.46  -1.25
C -2.19 -0.47 -3.25  -0.83
N -0.86 -0.36 -2.73  -0.13
O -0.02 1.54 0.97  -0.36
O 2.52 0.43 0.24  -0.50
P 0.01 -1.62 -2.17  -0.33
H -3.20 1.57 -0.09  0.36
H 2.18 -2.74 -0.96  0.52
H 3.27 -1.42 -1.61  0.23
H 1.84 1.23 -1.49  0.33
H 3.88 -1.22 0.94  0.33
H -2.01 3.71 2.16  0.26
H -2.78 2.18 2.57  0.40
H -1.18 2.30 3.16  0.28
H 1.89 -2.59 1.54  0.41
H 0.68 -1.44 1.19  0.26
H 2.08 -0.98 2.39  0.29
H -2.20 -1.06 -4.24  0.29
H -2.84 -1.03 -2.61  0.36
H -2.61 0.54 -3.44  0.29

## Properties
LUMO (spin up / spin down) (eV): -0.319 / -0.931
Frontier orbital gap (spin up / spin down) (eV): 7.525 / 6.672
Energy above the lowest of the compared OMol25 structures with the same formula, charge and spin (kJ/mol): 253.9
Electronic energy (eV): -26501.132



This record from the OMol25 dataset describes C11H14NO4S2 as an isolated structure in a non-equilibrium geometry. The level of theory is ωB97M-V/def2-TZVPD.

Each line ends with the Mulliken charge.
CARTESIAN COORDINATES (ANGSTROEM)
C -1.67 -3.84 -0.09  0.07
C -2.63 -3.18 -0.38  -0.41
C -3.77 -2.28 -0.54  -0.64
C -3.51 -1.11 -1.52  -0.70
C -2.06 -0.64 -1.70  -1.08
S -1.27 -0.07 -0.19  1.27
O -2.17 -0.25 0.92  -0.74
O -0.88 1.31 -0.41  -0.62
N 0.06 -1.00 0.13  -0.47
S 0.97 -1.29 -1.16  0.82
O 1.01 -0.19 -2.11  -0.58
O 0.68 -2.58 -1.76  -0.61
H -0.75 -4.35 0.09  0.45
H -4.58 -2.88 -0.96  0.34
H -4.10 -1.90 0.42  0.24
H -3.84 -1.45 -2.51  0.42
H -4.13 -0.25 -1.27  0.28
H -2.08 0.25 -2.33  0.49
H -1.47 -1.39 -2.23  0.47
H 2.23 -1.40 -0.69  0.02
C 1.84 1.45 1.36  -0.24
C 1.85 2.64 0.65  -0.25
C 2.87 3.56 0.85  -0.39
C 3.90 3.28 1.75  -0.36
C 3.89 2.09 2.46  -0.29
C 2.86 1.18 2.26  -0.62
H 1.05 0.73 1.19  0.31
H 1.06 2.84 -0.05  0.40
H 2.88 4.49 0.30  0.34
H 4.70 4.00 1.90  0.34
H 4.68 1.87 3.16  0.34
H 2.85 0.25 2.82  0.37

## Properties
LUMO (eV): 3.196
Frontier orbital gap (eV): 8.723
Total charge: -1
Electronic energy (eV): -42983.492



This record from the OMol25 dataset describes C11H15AlO5P as an isolated structure in a non-equilibrium geometry. The level of theory is ωB97M-V/def2-TZVPD.

Each line ends with the Mulliken charge.
CARTESIAN COORDINATES (ANGSTROEM)
O 0.05 -0.03 -4.06  -0.04
C -0.04 -0.18 -2.95  0.11
Al -0.18 -0.18 0.62  0.31
O 2.04 -2.57 0.04  -0.05
C 1.24 -1.74 0.16  0.36
C -1.37 1.52 -0.01  0.42
O -2.00 2.47 -0.20  -0.04
C -1.84 -1.44 0.19  0.40
O -2.76 -2.12 0.03  -0.03
C 1.45 1.20 0.14  0.41
O 2.32 1.94 0.00  -0.06
C -0.18 -2.82 3.24  -1.21
C -0.79 -1.48 3.55  -0.82
P 0.03 -0.07 2.79  0.64
C -0.82 1.47 3.05  -0.43
C -0.98 1.62 4.55  -1.37
C 1.78 -0.02 3.00  -0.47
C 2.04 -0.02 4.50  -1.32
H -0.37 -3.14 2.22  0.30
H -0.65 -3.54 3.91  0.43
H 0.89 -2.86 3.43  0.37
H -1.85 -1.42 3.24  0.56
H -0.73 -1.20 4.60  0.64
H -0.24 2.29 2.60  0.46
H -1.79 1.46 2.54  0.36
H -0.02 1.85 5.03  0.32
H -1.63 2.48 4.75  0.41
H -1.46 0.74 5.00  0.41
H 2.26 -0.88 2.50  0.47
H 2.20 0.88 2.51  0.36
H 1.51 -0.85 5.00  0.38
H 3.11 -0.15 4.69  0.42
H 1.76 0.95 4.95  0.32

## Properties
LUMO (eV): -13.426
Frontier orbital gap (eV): 8.275
Energy above the lowest of the compared OMol25 structures with the same formula, charge and spin (kJ/mol): 63.8
Total charge: +3
Electronic energy (eV): -37741.148



This record from the OMol25 dataset describes one molecule with the formula C11H15BrO in a non-equilibrium geometry. The level of theory is ωB97M-V/def2-TZVPD.

Each line ends with the Mulliken charge.
CARTESIAN COORDINATES (ANGSTROEM)
C -1.17 -0.87 -2.51  -0.87
O -1.06 0.19 -1.60  -0.31
C -0.87 0.06 -0.26  0.00
Br -2.06 -1.38 0.46  -0.12
C 0.69 -0.60 0.01  0.55
C 1.73 0.39 -0.03  -0.44
C 3.10 -0.03 0.17  -0.62
C 3.41 -1.34 0.50  -0.48
C 2.33 -2.22 0.44  -0.47
C 1.07 -1.96 0.17  -0.42
C -1.08 1.40 0.55  1.17
C -2.47 1.99 0.19  -1.45
C -0.98 1.18 2.00  -1.56
H -1.84 -1.60 -2.21  0.39
H -0.24 -1.17 -2.89  0.33
H -1.65 -0.59 -3.40  0.34
H 1.48 1.41 -0.09  0.26
H 3.78 0.79 0.34  0.33
H 4.44 -1.73 0.54  0.34
H 2.70 -3.22 0.41  0.30
H 0.41 -2.76 -0.05  0.40
H -0.30 2.14 0.08  0.21
H -2.96 1.34 -0.57  0.29
H -3.21 2.15 0.88  0.45
H -2.44 3.01 -0.31  0.30
H -1.87 0.56 2.42  0.34
H -0.91 2.20 2.44  0.43
H -0.03 0.68 2.32  0.31

## Properties
LUMO (eV): 0.697
Frontier orbital gap (eV): 9.889
Energy above the lowest of the compared OMol25 structures with the same formula, charge and spin (kJ/mol): 39.3
Electronic energy (eV): -83737.930
SMILES string: CO[C@@](Br)(c1ccccc1)C(C)C



This record from the OMol25 dataset describes C11H15Cl2MnO2Ru as an isolated structure in a non-equilibrium geometry. The level of theory is ωB97M-V/def2-TZVPD.

Each line ends with the Mulliken charge.
CARTESIAN COORDINATES (ANGSTROEM)
Mn 2.82 -0.58 -2.19  0.09
Cl 1.85 -1.93 -0.34  -0.49
C 4.88 -0.71 -1.68  -1.07
C 3.50 -2.27 -3.36  -0.93
H 5.50 -0.80 -2.60  0.37
H 5.06 0.25 -1.17  0.32
H 5.07 -1.57 -0.98  0.22
H 4.38 -2.00 -3.94  0.33
H 2.62 -2.48 -4.02  0.32
H 3.68 -3.14 -2.70  0.26
Ru 0.66 0.07 -0.41  0.37
C 2.16 0.84 0.68  -0.95
C 1.53 1.13 -1.68  -0.74
H 3.13 1.10 0.16  0.33
H 1.76 1.72 1.24  0.24
H 2.31 -0.05 1.33  0.25
H 0.71 1.65 -2.27  0.33
H 2.45 1.72 -1.81  0.27
Cl -7.02 1.18 3.44  -0.23
C -5.53 0.83 2.68  0.47
C -5.43 0.93 1.29  -0.60
C -4.19 0.68 0.69  -0.19
C -3.04 0.34 1.44  -0.14
C -3.17 0.15 2.80  -0.17
C -4.42 0.41 3.43  -0.54
C -1.71 0.19 0.77  1.27
O -1.49 0.45 -0.50  -0.95
O -0.73 -0.16 1.47  -0.83
H -6.31 1.23 0.69  0.34
H -4.12 0.73 -0.41  0.32
H -2.37 -0.21 3.42  0.40
H -4.56 0.30 4.53  0.29

## Properties
LUMO (spin up / spin down) (eV): 2.544 / 1.038
Multiplicity: 10
Frontier orbital gap (spin up / spin down) (eV): 5.138 / 4.715
Energy above the lowest of the compared OMol25 structures with the same formula, charge and spin (kJ/mol): 58.3
Total charge: -1
Electronic energy (eV): -74688.471



This record from the OMol25 dataset describes C11H15ClN2O2SZr as an isolated structure in a non-equilibrium geometry. The level of theory is ωB97M-V/def2-TZVPD.

Each line ends with the Mulliken charge.
CARTESIAN COORDINATES (ANGSTROEM)
Cl -0.44 -0.10 -2.73  -0.32
C -0.09 2.27 0.54  -0.72
C -0.26 1.32 1.61  -0.40
C -1.45 0.55 1.34  -0.76
H 0.36 1.25 2.51  0.56
C -2.07 1.10 0.16  1.13
C -1.19 2.11 -0.37  -0.52
H -1.40 2.69 -1.26  0.47
H 0.68 3.03 0.48  0.61
H -1.89 -0.24 1.95  0.48
C -3.43 0.78 -0.36  -1.43
Zr 0.14 0.04 -0.39  0.55
C -0.98 -2.06 -0.45  0.42
O -1.39 -3.11 -0.68  -0.07
C 2.17 0.72 -1.42  0.35
O 3.15 0.86 -2.02  -0.05
H -3.73 -0.25 -0.12  0.33
H -3.46 0.91 -1.45  0.36
H -4.19 1.46 0.07  0.34
C 3.85 -4.36 0.28  -1.03
N 2.95 -3.24 -0.08  -0.24
C 3.02 -2.04 0.56  0.57
S 1.60 -1.36 1.33  -0.26
N 4.18 -1.41 0.67  -0.12
C 5.44 -1.76 0.01  -0.99
H 4.68 -4.02 0.91  0.42
H 4.24 -4.80 -0.64  0.34
H 3.29 -5.13 0.82  0.32
H 1.99 -3.54 -0.26  0.24
H 4.13 -0.51 1.15  0.30
H 5.83 -0.88 -0.51  0.33
H 6.17 -2.09 0.76  0.35
H 5.28 -2.56 -0.72  0.43

## Properties
LUMO (eV): -8.631
Frontier orbital gap (eV): 7.725
Total charge: +2
Electronic energy (eV): -43350.549



This record from the OMol25 dataset describes C11H15N as an isolated structure in a non-equilibrium geometry. The level of theory is ωB97M-V/def2-TZVPD.

Each line ends with the Mulliken charge.
CARTESIAN COORDINATES (ANGSTROEM)
C -2.58 1.97 -1.11  -0.65
C -0.76 0.27 -1.05  -0.17
C 0.07 -0.64 -2.26  -0.75
C 0.86 -1.84 -1.78  -0.03
C 0.56 -2.28 -0.49  -0.86
C 0.77 -1.05 0.62  0.55
C 1.35 -1.03 1.91  -0.93
C 1.13 0.00 2.79  -0.37
C 0.57 1.26 2.48  -0.55
C 0.16 1.33 1.22  -0.37
C 0.15 0.13 0.31  0.65
H -2.70 3.09 -1.06  0.32
H -2.91 1.35 0.11  0.21
H -3.45 1.53 -1.93  0.20
H -0.43 2.37 -1.42  0.35
H -1.96 -0.15 -0.52  0.18
H -0.68 -0.76 -3.23  0.24
H 0.81 0.17 -2.43  0.21
H 0.57 -2.84 -2.30  0.19
H 1.94 -1.48 -2.06  0.24
H 1.25 -2.92 0.10  0.40
H -0.45 -2.82 -0.41  0.26
H 1.52 -2.03 2.38  0.23
H 1.60 -0.09 3.81  0.29
H 0.35 2.18 3.08  0.32
H -0.38 2.30 0.81  0.00
N -1.26 1.61 -1.54  -0.16

## Properties
LUMO (eV): 0.966
Frontier orbital gap (eV): 9.444
Energy above the lowest of the compared OMol25 structures with the same formula, charge and spin (kJ/mol): 643.1
Electronic energy (eV): -13134.126



This record from the OMol25 dataset describes a 2-piece molecular cluster, C11H15N overall in a non-equilibrium geometry. The level of theory is ωB97M-V/def2-TZVPD.

Each line ends with the Mulliken charge.
CARTESIAN COORDINATES (ANGSTROEM)
C -0.18 -3.19 -1.74  -1.19
C -0.19 -2.30 -0.55  0.48
C 0.14 -2.64 0.73  -0.76
N -0.11 -1.56 1.57  -0.10
C -0.48 -0.46 0.81  -0.12
C -1.08 0.70 1.21  -0.64
C -1.81 1.43 0.28  -0.50
C -1.96 1.00 -1.03  -0.54
C -1.33 -0.16 -1.47  -0.56
C -0.62 -0.91 -0.54  1.06
H 0.73 -3.09 -2.38  0.25
H -0.98 -2.89 -2.43  0.30
H -0.29 -4.19 -1.34  0.34
H 0.39 -3.57 1.21  0.43
H 0.33 -1.41 2.46  0.27
H -1.05 1.26 2.14  0.28
H -2.43 2.25 0.62  0.39
H -2.49 1.71 -1.65  0.35
H -1.68 -0.61 -2.39  0.26
C 2.34 3.85 0.46  -0.62
C 3.58 2.94 0.26  -0.85
H 2.10 4.77 -0.05  0.34
H 1.40 3.31 0.35  0.11
H 2.49 4.04 1.52  0.22
H 3.28 2.00 -0.20  0.25
H 4.41 3.28 -0.35  0.29
H 3.92 2.63 1.24  0.27

## Properties
LUMO (eV): 0.904
Frontier orbital gap (eV): 8.714
Energy above the lowest of the compared OMol25 structures with the same formula, charge and spin (kJ/mol): 127.5
Electronic energy (eV): -13139.470
SMILES string: Cc1c[nH]c2ccccc12.CC



This record from the OMol25 dataset describes a 2-piece molecular cluster, C11H15N overall in a non-equilibrium geometry. The level of theory is ωB97M-V/def2-TZVPD.

Each line ends with the Mulliken charge.
CARTESIAN COORDINATES (ANGSTROEM)
C 3.32 1.44 -0.76  -1.25
C 1.97 2.08 -0.48  0.52
C 1.77 3.40 -0.26  -0.72
N 0.42 3.65 -0.09  -0.08
C -0.25 2.45 -0.05  -0.27
C -1.62 2.20 -0.11  -0.67
C -2.01 0.89 -0.23  -0.56
C -1.08 -0.12 -0.56  -0.12
C 0.28 0.15 -0.62  -0.67
C 0.71 1.44 -0.33  1.09
H 4.00 1.71 0.04  0.32
H 3.67 1.78 -1.73  0.30
H 3.23 0.36 -0.83  0.29
H 2.52 4.16 -0.08  0.39
H 0.09 4.53 0.25  0.23
H -2.29 3.06 -0.09  0.34
H -3.03 0.54 -0.27  0.37
H -1.42 -1.14 -0.63  0.20
H 0.95 -0.67 -0.83  0.28
C -1.50 -3.96 1.72  -0.83
C -1.30 -4.00 0.20  -0.73
H -2.53 -3.67 1.96  0.25
H -1.37 -4.97 2.12  0.30
H -0.85 -3.23 2.20  0.27
H -1.53 -4.99 -0.18  0.37
H -1.89 -3.24 -0.30  0.16
H -0.25 -3.85 -0.05  0.22

## Properties
LUMO (eV): 0.968
Frontier orbital gap (eV): 8.731
Energy above the lowest of the compared OMol25 structures with the same formula, charge and spin (kJ/mol): 49.4
Electronic energy (eV): -13140.279
SMILES string: Cc1c[nH]c2ccccc12.CC



This record from the OMol25 dataset describes a 2-piece molecular cluster, C11H15N overall in a non-equilibrium geometry. The level of theory is ωB97M-V/def2-TZVPD.

Each line ends with the Mulliken charge.
CARTESIAN COORDINATES (ANGSTROEM)
C -2.43 0.21 -1.89  -1.30
C -2.13 -0.23 -0.50  0.54
C -2.98 -0.17 0.63  -0.86
N -2.26 -0.58 1.76  -0.05
C -1.01 -1.05 1.36  -0.35
C 0.06 -1.68 2.02  -0.65
C 1.17 -2.01 1.30  -0.38
C 1.38 -1.71 -0.07  -0.67
C 0.30 -1.22 -0.77  -0.23
C -0.85 -0.80 -0.12  1.10
H -1.45 0.45 -2.37  0.28
H -3.17 0.99 -2.01  0.36
H -2.80 -0.60 -2.63  0.25
H -3.93 0.20 0.71  0.51
H -2.64 -0.33 2.65  0.21
H -0.01 -1.96 3.10  0.31
H 2.07 -2.34 1.85  0.30
H 2.39 -1.89 -0.40  0.41
H 0.18 -1.08 -1.86  0.19
C 1.90 1.68 0.21  -0.54
C 2.72 2.28 -0.94  -0.81
H 0.93 2.24 0.21  0.26
H 1.64 0.63 0.00  -0.07
H 2.15 1.92 1.22  0.44
H 3.68 1.64 -0.92  0.20
H 2.83 3.34 -0.61  0.31
H 2.25 2.09 -1.92  0.25

## Properties
LUMO (eV): 0.905
Frontier orbital gap (eV): 8.686
Energy above the lowest of the compared OMol25 structures with the same formula, charge and spin (kJ/mol): 164.1
Electronic energy (eV): -13139.090
SMILES string: Cc1c[nH]c2ccccc12.CC



This record from the OMol25 dataset describes a 2-piece molecular cluster, C11H15N overall in a non-equilibrium geometry. The level of theory is ωB97M-V/def2-TZVPD.

Each line ends with the Mulliken charge.
CARTESIAN COORDINATES (ANGSTROEM)
C -0.97 -2.79 0.20  -1.42
C -0.68 -1.39 -0.13  0.74
C -1.64 -0.53 0.36  -0.90
N -1.43 0.79 -0.19  -0.12
C -0.27 0.84 -1.03  -0.18
C 0.34 1.75 -1.79  -0.54
C 1.56 1.31 -2.39  -0.20
C 2.12 -0.01 -2.26  -0.78
C 1.39 -1.03 -1.71  -0.32
C 0.24 -0.61 -0.96  0.52
H -1.28 -3.27 -0.72  0.27
H -1.57 -2.94 1.01  0.47
H -0.11 -3.24 0.61  0.40
H -2.43 -0.78 1.09  0.41
H -2.20 1.38 -0.30  0.23
H -0.31 2.61 -2.05  0.28
H 2.02 2.04 -3.08  0.33
H 2.87 -0.10 -3.01  0.32
H 1.58 -2.03 -1.88  0.52
C -0.78 0.55 3.76  -0.31
C 0.64 1.20 3.74  -1.11
H -1.57 1.26 4.09  0.30
H -0.90 -0.02 2.83  -0.18
H -0.78 -0.19 4.58  0.29
H 1.11 0.78 3.01  0.42
H 1.17 0.99 4.75  0.26
H 0.65 2.20 3.67  0.32

## Properties
LUMO (eV): 0.959
Frontier orbital gap (eV): 8.697
Energy above the lowest of the compared OMol25 structures with the same formula, charge and spin (kJ/mol): 279.2
Electronic energy (eV): -13137.898
SMILES string: Cc1c[nH]c2ccccc12.CC